# 1
A 2-piece molecular cluster, C2H10N2O overall, computed with the ωB97M-V functional and the def2-TZVPD basis.

Last columns: bonded neighbours and bond lengths (Å).
Cartesian coordinates (Å):
1 O -1.05069 -0.69231 -1.42817  C4 1.400, H13 0.983
2 N 0.71159 1.57851 -1.85852  H7 1.015, H8 1.017, H9 1.015
3 N -0.42326 -0.03836 0.75624  C4 1.454, C5 1.455, H12 1.014
4 C -0.47739 -1.11271 -0.22248  O1 1.400, N3 1.454, H6 1.097, H11 1.097
5 C 0.11751 -0.49119 2.02863  N3 1.455, H10 1.090, H14 1.089, H15 1.098
6 H -1.09134 -1.95101 0.12792  C4 1.097
7 H 1.61235 1.65824 -2.31930  N2 1.015
8 H 0.87012 1.54033 -0.85471  N2 1.017
9 H 0.22522 2.44934 -2.04381  N2 1.015
10 H 1.16097 -0.77409 1.89151  C5 1.090
11 H 0.54586 -1.47810 -0.37675  C4 1.097
12 H -1.36387 0.32182 0.87577  N3 1.014
13 H -0.48932 0.02999 -1.78877  O1 0.983
14 H 0.06903 0.31216 2.76156  C5 1.089
15 H -0.41678 -1.35260 2.45087  C5 1.098

Values from the calculation:
- Orbital gap: 10.06 eV
- Total charge: 0
- HOMO energy: -9.036 eV
- Lowest unoccupied orbital energy: 0.038 Ha
- SMILES string: CNCO.N
- Relative energy (zero: lowest compared OMol25 entry of this formula, charge and spin): 3.2 kcal/mol
- F_max: 0.29 eV Å⁻¹

# 2
One molecule with the formula C8H13NOS, computed with the ωB97M-V functional and the def2-TZVPD basis.

Last columns: bonded neighbours and bond lengths (Å).
Cartesian coordinates (Å):
1 S 0.80402 -0.72185 1.57391  C4 1.721, C9 1.971, C11 1.812
2 O -1.23679 2.47024 0.40325  C5 1.213
3 N -1.40481 1.35572 2.32824  C5 1.405, H14 1.101, H23 0.957
4 C 0.42897 0.79099 0.84311  S1 1.721, C5 1.463, H20 1.067
5 C -0.74793 1.61694 1.11392  O2 1.213, N3 1.405, C4 1.463
6 C -0.59225 -0.57274 -1.29168  C7 1.514, C8 1.367, C10 1.555
7 C -1.96250 0.05473 -1.14470  C6 1.514, H12 1.146, H15 1.040, H17 1.112
8 C -0.23296 -1.76651 -0.73132  C6 1.367, C9 1.258
9 C 0.27499 -2.17006 0.34649  S1 1.971, C8 1.258, H18 1.060
10 C 0.19692 0.02717 -2.49001  C6 1.555, H13 1.084, H16 1.089, H22 1.031
11 C 2.56904 -0.77039 1.16705  S1 1.812, H19 1.034, H21 1.078, H24 1.227
12 H -2.66494 -0.49096 -1.86773  C7 1.146
13 H -0.08742 1.07286 -2.46965  C10 1.084
14 H -0.97946 0.93179 3.25069  N3 1.101
15 H -2.29024 0.03918 -0.15783  C7 1.040
16 H 1.23645 -0.24227 -2.31076  C10 1.089
17 H -1.90999 1.14809 -1.34138  C7 1.112
18 H 0.80928 -3.05153 0.59267  C9 1.060
19 H 3.02335 -1.39748 1.85168  C11 1.034
20 H 0.93491 0.94183 -0.08410  C4 1.067
21 H 3.10615 0.16000 1.25503  C11 1.078
22 H -0.05268 -0.35812 -3.41302  C10 1.031
23 H -1.92253 2.12825 2.55276  N3 0.957
24 H 2.70043 -1.19587 0.02338  C11 1.227

Values from the calculation:
- Orbital gap: 8.48 eV
- Total charge: 0
- HOMO energy: -8.006 eV
- Lowest unoccupied orbital energy: 0.017 Ha
- Relative energy (zero: lowest compared OMol25 entry of this formula, charge and spin): 94.6 kcal/mol
- F_max: 4.00 eV Å⁻¹

The highest HOMO energy belongs to which entry?
C8H13NOS

Repeat the second record exactly.
One molecule with the formula C8H13NOS, computed with the ωB97M-V functional and the def2-TZVPD basis.

Last columns: bonded neighbours and bond lengths (Å).
Cartesian coordinates (Å):
1 S 0.80402 -0.72185 1.57391  C4 1.721, C9 1.971, C11 1.812
2 O -1.23679 2.47024 0.40325  C5 1.213
3 N -1.40481 1.35572 2.32824  C5 1.405, H14 1.101, H23 0.957
4 C 0.42897 0.79099 0.84311  S1 1.721, C5 1.463, H20 1.067
5 C -0.74793 1.61694 1.11392  O2 1.213, N3 1.405, C4 1.463
6 C -0.59225 -0.57274 -1.29168  C7 1.514, C8 1.367, C10 1.555
7 C -1.96250 0.05473 -1.14470  C6 1.514, H12 1.146, H15 1.040, H17 1.112
8 C -0.23296 -1.76651 -0.73132  C6 1.367, C9 1.258
9 C 0.27499 -2.17006 0.34649  S1 1.971, C8 1.258, H18 1.060
10 C 0.19692 0.02717 -2.49001  C6 1.555, H13 1.084, H16 1.089, H22 1.031
11 C 2.56904 -0.77039 1.16705  S1 1.812, H19 1.034, H21 1.078, H24 1.227
12 H -2.66494 -0.49096 -1.86773  C7 1.146
13 H -0.08742 1.07286 -2.46965  C10 1.084
14 H -0.97946 0.93179 3.25069  N3 1.101
15 H -2.29024 0.03918 -0.15783  C7 1.040
16 H 1.23645 -0.24227 -2.31076  C10 1.089
17 H -1.90999 1.14809 -1.34138  C7 1.112
18 H 0.80928 -3.05153 0.59267  C9 1.060
19 H 3.02335 -1.39748 1.85168  C11 1.034
20 H 0.93491 0.94183 -0.08410  C4 1.067
21 H 3.10615 0.16000 1.25503  C11 1.078
22 H -0.05268 -0.35812 -3.41302  C10 1.031
23 H -1.92253 2.12825 2.55276  N3 0.957
24 H 2.70043 -1.19587 0.02338  C11 1.227

Values from the calculation:
- Orbital gap: 8.48 eV
- Total charge: 0
- HOMO energy: -8.006 eV
- Lowest unoccupied orbital energy: 0.017 Ha
- Relative energy (zero: lowest compared OMol25 entry of this formula, charge and spin): 94.6 kcal/mol
- F_max: 4.00 eV Å⁻¹